<one>
This record from the Open Molecules 2025 dataset describes a single CH3IO molecule. The level of theory is ωB97M-V/def2-TZVPD.

Geometry as XYZ:
```
6
Properties=species:S:1:pos:R:3
O 0.28 1.20 -0.19
C -0.52 -0.33 -0.25
I -2.56 0.08 0.05
H 0.18 1.24 0.72
H -0.16 -0.39 -1.30
H 0.06 -0.81 0.57
```

Lowest unoccupied orbital energy in eV: 0.19
HOMO-LUMO gap in eV: 10.0
HOMO energy in eV: -9.850
Spin multiplicity: 1
Total charge: 0
SMILES: OCI


<two>
This record from the Open Molecules 2025 dataset describes 2 unconnected molecules or ions with the total composition CH3IO. The level of theory is ωB97M-V/def2-TZVPD.

Geometry as XYZ:
```
6
Properties=species:S:1:pos:R:3
C -1.33 -0.22 0.09
O -0.56 -0.85 0.73
H -1.81 -0.54 -0.93
H -1.67 0.86 0.52
I 3.29 -0.05 -0.05
H 3.23 1.05 -1.15
```

Lowest unoccupied orbital energy in eV: 0.75
HOMO-LUMO gap in eV: 10.7
HOMO energy in eV: -9.962
Spin multiplicity: 1
Total charge: 0
SMILES: C=O.I


Which one sits at the bottom of the stability order? <one> does.


<one>
This record from the Open Molecules 2025 dataset describes a single CH4N4S molecule. The level of theory is ωB97M-V/def2-TZVPD.

Geometry as XYZ:
```
10
Properties=species:S:1:pos:R:3
C -0.84 0.58 0.76
N -1.18 -1.69 0.58
N -2.76 -0.84 -0.52
N -0.38 -0.77 0.41
N 0.72 -0.72 -0.63
S -2.58 0.57 -0.11
H -1.19 0.74 1.88
H -0.26 1.26 0.13
H 1.49 -1.28 -0.21
H 0.50 -1.28 -1.47
```

Lowest unoccupied orbital energy (spin up / spin down) in eV: -0.97 / -0.97
HOMO-LUMO gap (spin up / spin down) in eV: 7.1 / 7.1
HOMO energy (spin up / spin down) in eV: -8.103 / -8.103
Spin multiplicity: 1
Total charge: 0


<two>
This record from the Open Molecules 2025 dataset describes a single CH4N4S molecule. The level of theory is ωB97M-V/def2-TZVPD.

Geometry as XYZ:
```
10
Properties=species:S:1:pos:R:3
C 0.80 0.95 0.64
N -0.10 0.41 -0.41
N -1.39 0.35 0.05
N -1.91 -0.75 0.02
S -0.98 -2.03 -0.45
N 0.42 -0.98 -0.73
H 0.21 1.65 1.17
H 0.91 0.07 1.34
H 1.67 1.28 0.09
H 0.38 -0.95 -1.71
```

Lowest unoccupied orbital energy in eV: 0.62
HOMO-LUMO gap in eV: 9.2
HOMO energy in eV: -8.621
Spin multiplicity: 1
Total charge: 0
SMILES: CN1N=NSN1


Which one sits at the bottom of the stability order? <one> does.


<one>
This record from the Open Molecules 2025 dataset describes a molecular structure, C29H34O6PSn. The level of theory is ωB97M-V/def2-TZVPD.

Geometry as XYZ:
```
71
Properties=species:S:1:pos:R:3
Sn 11.27 9.87 11.62
C 14.75 9.76 12.10
C 14.40 8.44 12.76
O 13.19 8.69 13.46
C 12.87 7.64 14.39
C 11.36 7.73 14.80
O 10.56 7.59 13.68
C 10.12 6.33 13.24
C 9.51 6.47 11.87
O 10.55 7.10 11.06
C 10.36 7.08 9.61
C 11.78 7.28 9.07
O 12.22 8.57 9.48
C 13.60 8.84 9.11
C 14.04 10.14 9.75
O 13.71 10.21 11.16
H 15.74 9.71 11.59
H 14.80 10.62 12.79
H 15.19 8.15 13.52
H 14.33 7.68 11.95
H 13.43 7.81 15.32
H 13.15 6.60 14.03
H 11.18 8.76 15.08
H 11.16 6.98 15.62
H 9.40 5.89 13.98
H 10.94 5.61 13.16
H 8.62 7.11 11.93
H 9.27 5.48 11.46
H 9.62 7.79 9.24
H 9.96 6.11 9.38
H 11.86 7.13 8.00
H 12.48 6.53 9.50
H 13.64 8.91 8.03
H 14.20 8.00 9.43
H 13.62 11.04 9.23
H 15.12 10.21 9.64
O 11.80 11.54 13.89
C 11.04 11.68 12.96
C 10.29 12.90 12.71
C 10.36 14.00 13.57
C 9.82 15.19 13.16
C 9.18 15.33 11.90
C 9.19 14.29 11.00
C 9.68 13.03 11.40
P 10.08 11.80 10.19
C 11.09 12.59 8.86
C 12.38 12.96 9.14
C 13.17 13.62 8.13
C 12.70 13.68 6.83
C 11.33 13.22 6.58
C 10.55 12.70 7.55
C 8.65 11.00 9.43
C 7.49 11.01 10.26
C 6.35 10.34 9.90
C 6.25 9.67 8.70
C 7.41 9.52 7.99
C 8.62 10.21 8.27
H 10.78 13.89 14.58
H 9.87 16.06 13.82
H 8.67 16.24 11.67
H 8.81 14.39 9.97
H 12.68 12.99 10.20
H 14.12 14.02 8.47
H 13.30 14.10 6.04
H 10.97 13.54 5.60
H 9.50 12.47 7.31
H 7.45 11.63 11.17
H 5.49 10.46 10.57
H 5.32 9.14 8.45
H 7.37 8.99 7.07
H 9.37 10.20 7.50
```

Lowest unoccupied orbital energy in eV: -2.71
HOMO-LUMO gap in eV: 6.8
HOMO energy in eV: -9.467
Spin multiplicity: 1
Total charge: +1


<two>
This record from the Open Molecules 2025 dataset describes a molecular structure, C29H34O6PSn. The level of theory is ωB97M-V/def2-TZVPD.

Geometry as XYZ:
```
71
Properties=species:S:1:pos:R:3
Sn -0.02 -0.77 0.75
C -2.46 -0.29 3.10
C -2.31 -1.78 3.24
O -1.00 -2.22 3.01
C -0.95 -3.62 2.90
C 0.47 -3.98 2.57
O 0.85 -3.57 1.25
C 0.84 -4.52 0.16
C -0.32 -4.25 -0.81
O -0.40 -2.82 -1.00
C -1.23 -2.48 -2.08
C -2.58 -1.91 -1.60
O -2.34 -0.73 -0.81
C -3.48 -0.27 -0.06
C -3.00 0.75 0.93
O -2.03 0.10 1.78
H -1.83 0.28 3.87
H -3.49 -0.08 3.20
H -3.05 -2.31 2.62
H -2.53 -1.97 4.30
H -1.61 -3.91 2.07
H -1.31 -4.06 3.87
H 0.55 -5.08 2.74
H 1.20 -3.47 3.22
H 0.81 -5.56 0.53
H 1.79 -4.40 -0.44
H -1.25 -4.62 -0.41
H -0.09 -4.78 -1.77
H -1.41 -3.37 -2.69
H -0.71 -1.72 -2.70
H -3.16 -2.68 -1.08
H -3.07 -1.60 -2.55
H -3.88 -1.11 0.48
H -4.28 0.23 -0.62
H -3.81 1.13 1.55
H -2.51 1.58 0.41
O 0.59 0.28 3.43
C 1.01 0.57 2.35
C 1.92 1.63 2.06
C 2.75 2.11 3.10
C 3.68 3.14 2.83
C 3.79 3.66 1.55
C 3.10 3.08 0.48
C 2.10 2.13 0.76
P 1.10 1.54 -0.53
C 2.13 1.07 -1.95
C 2.82 -0.15 -1.91
C 3.38 -0.65 -3.13
C 3.42 0.17 -4.27
C 2.90 1.45 -4.24
C 2.18 1.89 -3.10
C -0.10 2.71 -1.17
C -0.35 3.88 -0.37
C -1.22 4.88 -0.82
C -1.90 4.70 -2.04
C -1.73 3.51 -2.79
C -0.88 2.50 -2.33
H 2.56 1.65 4.06
H 4.35 3.53 3.61
H 4.52 4.47 1.39
H 3.25 3.49 -0.50
H 2.79 -0.75 -0.99
H 3.68 -1.68 -3.21
H 3.87 -0.24 -5.19
H 2.93 2.14 -5.08
H 1.69 2.86 -3.07
H 0.24 4.05 0.51
H -1.44 5.79 -0.27
H -2.66 5.40 -2.34
H -2.11 3.48 -3.83
H -0.75 1.56 -2.90
```

Lowest unoccupied orbital energy in eV: -2.37
HOMO-LUMO gap in eV: 6.8
HOMO energy in eV: -9.210
Spin multiplicity: 1
Total charge: +1


Which one sits at the bottom of the stability order? <one> does.


<one>
This record from the Open Molecules 2025 dataset describes a single C7H7NO2S molecule. The level of theory is ωB97M-V/def2-TZVPD.

Geometry as XYZ:
```
18
Properties=species:S:1:pos:R:3
C 2.68 1.82 -1.50
C 2.72 1.02 -0.59
C 2.35 0.34 0.56
N 0.62 -0.19 0.39
C -0.08 0.72 -0.37
C -1.36 0.51 -0.70
C -1.94 -0.79 -0.61
C -1.35 -1.89 -0.15
S 0.26 -1.81 0.41
O 0.48 -2.05 1.82
O 1.24 -2.40 -0.49
H 2.80 2.31 -2.41
H 2.17 0.93 1.36
H 2.74 -0.63 0.89
H 0.37 1.75 -0.57
H -1.87 1.45 -1.04
H -2.96 -0.87 -0.98
H -1.84 -2.95 -0.16
```

Lowest unoccupied orbital energy in eV: -0.17
HOMO-LUMO gap in eV: 8.3
HOMO energy in eV: -8.476
Spin multiplicity: 1
Total charge: 0
SMILES: C#CCN1C=CC=CS1(=O)=O


<two>
This record from the Open Molecules 2025 dataset describes a single C7H7NO2S molecule. The level of theory is ωB97M-V/def2-TZVPD.

Geometry as XYZ:
```
18
Properties=species:S:1:pos:R:3
O -1.85 0.99 1.16
S -1.91 0.16 0.03
O -3.09 -0.04 -0.77
C -0.70 0.75 -1.21
C 0.26 1.51 -0.73
C 0.52 1.62 0.69
C 1.16 0.57 1.21
C 1.62 -0.49 0.25
C 0.90 -1.50 -0.25
C -0.38 -2.02 0.19
N -1.47 -1.49 0.49
H -1.08 0.32 -2.17
H 0.93 1.92 -1.53
H 0.18 2.59 1.07
H 1.45 0.67 2.15
H 2.58 -0.41 -0.04
H 1.34 -2.08 -0.92
H -0.47 -3.06 0.40
```

Lowest unoccupied orbital energy in eV: -0.01
HOMO-LUMO gap in eV: 9.7
HOMO energy in eV: -9.731
Spin multiplicity: 1
Total charge: 0
SMILES: O=S1(=O)\C=C/C=C\C=C/C=N\1


Which one sits at the bottom of the stability order? <one> does.


<one>
This record from the Open Molecules 2025 dataset describes a gas-phase ion, C4H11N2O (charge +2). The level of theory is ωB97M-V/def2-TZVPD.

Geometry as XYZ:
```
18
Properties=species:S:1:pos:R:3
C -0.21 -2.11 0.36
C -0.31 -0.70 -0.20
C 0.59 0.32 0.51
C 0.66 1.64 -0.26
N 1.90 2.29 -0.33
O -0.28 2.10 -0.88
N -1.80 -0.28 -0.26
H -1.03 -2.72 -0.01
H -0.26 -2.10 1.45
H 0.72 -2.57 0.05
H -0.09 -0.70 -1.27
H 0.33 0.53 1.53
H 1.55 -0.21 0.47
H 2.73 1.87 0.11
H 1.94 3.30 -0.56
H -2.27 -0.45 0.64
H -2.30 -0.92 -0.89
H -1.89 0.71 -0.44
```

Lowest unoccupied orbital energy (spin up / spin down) in eV: -8.55 / -14.00
HOMO-LUMO gap (spin up / spin down) in eV: 12.6 / 7.1
HOMO energy (spin up / spin down) in eV: -21.120 / -21.094
Spin multiplicity: 2
Expectation value of S²: 0.78
Total charge: +2


<two>
This record from the Open Molecules 2025 dataset describes 2 unconnected molecules or ions with the total composition C4H11N2O. The level of theory is ωB97M-V/def2-TZVPD.

Geometry as XYZ:
```
18
Properties=species:S:1:pos:R:3
C 0.57 -1.49 1.37
C -0.62 -1.22 1.93
O -1.88 -1.68 1.50
H 1.43 -1.08 1.85
H 0.69 -2.09 0.47
H -0.68 -0.57 2.79
H -2.46 -1.56 2.26
C 0.59 2.42 0.04
N 0.67 -0.25 -2.46
C 0.36 0.91 -1.85
N 0.36 1.12 -0.54
H 0.08 2.53 0.97
H 0.25 3.19 -0.71
H 1.68 2.47 0.20
H 0.46 -1.12 -1.99
H 0.53 -0.22 -3.47
H -0.07 1.71 -2.48
H 0.49 0.33 0.11
```

Lowest unoccupied orbital energy (spin up / spin down) in eV: -8.80 / -13.16
HOMO-LUMO gap (spin up / spin down) in eV: 10.0 / 5.7
HOMO energy (spin up / spin down) in eV: -18.843 / -18.831
Spin multiplicity: 2
Expectation value of S²: 0.76
Total charge: +2


Which one sits at the bottom of the stability order? <two> does.


<one>
This record from the Open Molecules 2025 dataset describes a single C2HBrF3NO molecule. The level of theory is ωB97M-V/def2-TZVPD.

Geometry as XYZ:
```
9
Properties=species:S:1:pos:R:3
O -2.12 0.38 -1.31
N -0.99 0.61 -0.78
C -0.41 -0.25 0.18
Br -1.55 -1.49 1.00
C 1.05 -0.19 0.53
F 1.86 0.00 -0.60
F 1.31 0.90 1.25
F 1.43 -1.29 1.12
H -0.58 1.33 -1.39
```

Lowest unoccupied orbital energy (spin up / spin down) in eV: -0.50 / -0.65
HOMO-LUMO gap (spin up / spin down) in eV: 8.8 / 8.8
HOMO energy (spin up / spin down) in eV: -9.250 / -9.457
Spin multiplicity: 1
Total charge: 0
SMILES: [O-]/[NH+]=C(\Br)C(F)(F)F


<two>
This record from the Open Molecules 2025 dataset describes 2 unconnected molecules or ions with the total composition C2HBrF3NO. The level of theory is ωB97M-V/def2-TZVPD.

Geometry as XYZ:
```
9
Properties=species:S:1:pos:R:3
C 0.97 0.09 0.53
C 1.03 1.59 0.36
N 0.42 -0.37 1.71
O 0.78 -1.43 2.16
F 1.93 2.12 1.20
F 1.38 1.94 -0.88
F -0.14 2.17 0.62
Br 2.45 -0.86 -0.26
H -0.47 -0.36 -0.38
```

Lowest unoccupied orbital energy in eV: -2.00
HOMO-LUMO gap in eV: 8.2
HOMO energy in eV: -10.174
Spin multiplicity: 1
Total charge: 0


Which one sits at the bottom of the stability order? <two> does.


<one>
This record from the Open Molecules 2025 dataset describes 2 unconnected molecules or ions with the total composition C2H3Cl2O2Si. The level of theory is ωB97M-V/def2-TZVPD.

Geometry as XYZ:
```
10
Properties=species:S:1:pos:R:3
C 2.77 1.47 2.83
C -0.30 0.11 -0.25
O 3.32 2.54 2.56
O 3.03 0.42 3.39
Si 0.84 1.68 1.99
Cl 0.50 3.54 1.43
Cl -0.15 1.67 3.89
H 0.01 -0.83 0.10
H -1.25 0.34 -0.58
H 0.31 0.57 -0.97
```

Lowest unoccupied orbital energy (spin up / spin down) in eV: 3.18 / 3.13
HOMO-LUMO gap (spin up / spin down) in eV: 6.7 / 7.0
HOMO energy (spin up / spin down) in eV: -3.486 / -3.833
Spin multiplicity: 1
Total charge: -1


<two>
This record from the Open Molecules 2025 dataset describes 2 unconnected molecules or ions with the total composition C2H3Cl2O2Si. The level of theory is ωB97M-V/def2-TZVPD.

Geometry as XYZ:
```
10
Properties=species:S:1:pos:R:3
C -4.25 -1.82 0.18
C 0.52 0.26 -0.36
O -4.36 -2.19 1.30
O -4.38 -2.17 -0.97
Si -3.64 0.30 0.23
Cl -4.91 0.96 1.68
Cl -4.44 1.12 -1.62
H -0.19 0.31 0.61
H 0.40 0.81 -1.29
H 0.64 -0.70 -0.78
```

Lowest unoccupied orbital energy (spin up / spin down) in eV: 2.98 / 2.46
HOMO-LUMO gap (spin up / spin down) in eV: 7.7 / 5.5
HOMO energy (spin up / spin down) in eV: -4.685 / -3.059
Spin multiplicity: 1
Total charge: -1


Which one sits at the bottom of the stability order? <two> does.